A molecular structure, C16H32ClLiO8, computed with ωB97M-V/def2-TZVPD.

```
! RIJCOSX wB97M-V def2-TZVPD def2/J DEFGRID3
* xyz 1 2
Li 17.27084 7.42907 -16.16174
Cl 18.06444 8.89558 -18.99240
O 19.01963 8.20450 -19.87910
O 17.25878 9.86815 -19.72323
O 17.18049 7.98280 -18.30371
O 18.72774 9.56775 -17.89031
C 19.36654 8.84407 -12.55113
C 19.51932 7.39019 -12.49304
C 18.45403 6.85965 -13.43586
O 18.30266 7.86189 -14.39785
C 18.94857 9.08075 -13.99589
H 20.27687 9.31308 -12.17774
H 18.54439 9.18279 -11.92070
H 19.29024 7.16327 -11.45184
H 20.51941 7.08135 -12.79729
H 17.49039 6.69638 -12.95332
H 18.87626 5.94853 -13.85975
H 18.19573 9.86855 -14.02236
H 19.83699 9.26073 -14.60121
C 14.29542 4.25518 -15.13651
C 14.69020 4.05039 -16.60076
C 15.15960 5.32356 -17.07858
O 15.90599 5.81412 -15.97037
C 15.17791 5.46396 -14.78003
H 14.38368 3.35915 -14.52216
H 13.23200 4.47544 -15.04309
H 13.93626 3.54407 -17.20351
H 15.45972 3.28885 -16.72723
H 14.38005 6.02565 -17.37432
H 15.81113 5.26183 -17.95024
H 14.48627 6.23888 -14.44955
H 15.81143 5.24524 -13.92043
C 14.61154 10.97408 -15.59378
C 14.90401 10.46178 -14.19229
C 15.13034 9.00150 -14.42755
O 15.71355 8.95875 -15.70717
C 15.60854 10.21786 -16.47455
H 14.74570 12.05176 -15.68715
H 13.56885 10.79668 -15.85729
H 14.09586 10.54024 -13.46508
H 15.77293 10.88932 -13.69200
H 14.15547 8.51472 -14.39986
H 15.83913 8.61245 -13.69656
H 15.28458 10.12468 -17.51112
H 16.56621 10.73744 -16.44276
C 20.14865 4.24168 -17.15003
C 21.05115 5.09594 -16.26527
C 20.39818 6.49220 -16.57735
O 18.97451 6.21443 -16.52341
C 18.77993 4.92561 -17.13899
H 20.13597 3.22022 -16.76982
H 20.57082 4.26504 -18.15467
H 22.06718 5.10055 -16.65991
H 20.95764 4.80735 -15.21834
H 20.71697 6.92534 -17.52543
H 20.68662 7.16230 -15.76751
H 18.42842 5.12501 -18.15131
H 18.03879 4.35974 -16.57453
*
```

Results
calculated total energy = -46202.267 eV
HOMO level (alpha / beta) = -13.0 / -13.0 eV
<S²> = 0.7657